This record from OMol25 describes 2 unconnected molecules or ions with the total composition C3H7O3S in a non-equilibrium geometry. The level of theory is wB97M-V/def2-TZVPD.

Structure (ORCA input):
```
! wB97M-V def2-TZVPD RIJCOSX def2/J DEFGRID3
* xyz -1 1
O 0.9173 -0.3500 0.2760
C 0.8870 0.7894 -0.2506
O 1.3760 1.8669 0.1239
C 0.0405 0.8970 -1.5792
C -0.9121 -0.2460 -1.7947
S -2.5666 0.1708 -2.5318
H 0.7172 0.9674 -2.4487
H -0.3335 1.8899 -1.5641
H -1.1799 -0.6991 -0.8522
H -0.4470 -1.0883 -2.3202
H -3.1966 0.0844 -1.3576
H 3.3341 -1.9471 6.1828
H 1.9804 -2.2257 6.7961
O 2.8826 -2.5759 6.7573
*
```

Calculated values
E_LUMO ... 3.0 eV
Frontier orbital gap ... 7.22 eV

Results of the Mulliken charge analysis, in e, for atoms 1 through 5: atom 1 (O): -0.73, atom 2 (C): 0.51, atom 3 (O): -0.73, atom 4 (C): -0.53, atom 5 (C): -0.55


This record from OMol25 describes C2H9N3O in the gas phase in a non-equilibrium geometry. The level of theory is wB97M-V/def2-TZVPD.

Structure (ORCA input):
```
! wB97M-V def2-TZVPD RIJCOSX def2/J DEFGRID3
* xyz 0 1
C 0.4958 -0.0843 -0.6865
C 0.2000 1.3406 -1.0773
N 0.0462 -1.7739 0.7753
N -0.4447 -0.5496 0.5522
N -0.5087 0.3379 1.8220
O 0.1945 -0.9473 -1.7065
H 0.2133 -1.8356 -1.2982
H -0.5989 -2.3081 1.3598
H -1.4288 -0.4614 0.2326
H 1.5299 -0.2110 -0.3488
H -0.4425 1.3320 1.5666
H 0.3204 0.0930 2.3723
H 0.7915 1.5841 -1.9594
H 0.4857 2.0276 -0.2825
H -0.8536 1.4560 -1.3216
*
```

Calculated values
E_LUMO ... 0.9 eV
Frontier orbital gap ... 8.84 eV

Results of the Mulliken charge analysis, in e, for atoms 1 through 5: atom 1 (C): 0.44, atom 2 (C): -1.34, atom 3 (N): -1.04, atom 4 (N): 0.50, atom 5 (N): -0.72


This record from OMol25 describes a molecular structure, C60H51AuO4P2S2. The level of theory is wB97M-V/def2-TZVPD.

Structure (ORCA input):
```
! wB97M-V def2-TZVPD RIJCOSX def2/J DEFGRID3
* xyz 2 3
Au 1.9145 -0.0528 0.4235
C -8.3399 -0.4292 -0.0907
C -6.8465 -0.3191 -0.1690
C -6.0488 -1.4645 -0.2194
C -4.6719 -1.3739 -0.2866
C -4.1006 -0.1064 -0.3142
C -4.8601 1.0543 -0.2793
C -6.2352 0.9344 -0.2026
S -2.3505 0.0449 -0.3806
O -1.8096 -0.3789 -1.6709
C -1.6617 -0.8804 0.9382
C -0.8309 -1.9792 0.6357
C -0.2786 -2.6608 1.6768
C -0.5078 -2.2635 3.0202
C 0.0789 -2.9652 4.0974
C -0.1228 -2.5563 5.3850
C -0.9173 -1.4216 5.6604
C -1.4983 -0.7205 4.6444
C -1.3158 -1.1293 3.2988
C -1.8882 -0.4106 2.2170
C -2.6553 0.8506 2.4283
C -4.0193 0.8071 2.8366
C -4.7023 -0.4157 3.0564
C -6.0108 -0.4154 3.4440
C -6.7069 0.8003 3.6283
C -6.0769 1.9914 3.4153
C -4.7204 2.0247 3.0099
C -4.0580 3.2492 2.7557
C -2.7496 3.2812 2.3686
C -2.0408 2.0707 2.2143
S -0.2562 2.0305 1.9454
O -0.0420 1.4545 0.5522
C 0.1331 3.7502 1.8239
C 0.4612 4.4319 2.9859
C 0.7740 5.7800 2.9063
C 0.7796 6.4428 1.6810
C 1.1142 7.9040 1.5926
C 0.4697 5.7205 0.5263
C 0.1461 4.3767 0.5854
H -8.6512 -1.4176 0.2418
H -8.7819 -0.2522 -1.0732
H -8.7507 0.3156 0.5905
H -6.5156 -2.4409 -0.1931
H -4.0564 -2.2647 -0.3051
H -4.3847 2.0276 -0.2873
H -6.8461 1.8272 -0.1589
H -0.6306 -2.2448 -0.3922
H 0.3581 -3.5150 1.4829
H 0.6912 -3.8321 3.8833
H 0.3294 -3.1001 6.2033
H -1.0631 -1.1094 6.6856
H -2.1056 0.1496 4.8580
H -4.1767 -1.3528 2.9203
H -6.5219 -1.3533 3.6177
H -7.7412 0.7809 3.9449
H -6.6030 2.9276 3.5548
H -4.6060 4.1749 2.8827
H -2.2523 4.2254 2.1998
H 0.4761 3.9197 3.9410
H 1.0306 6.3223 3.8073
H 1.4738 8.2891 2.5445
H 0.2338 8.4812 1.3053
H 1.8807 8.0825 0.8384
H 0.4870 6.2230 -0.4333
H -0.0779 3.8095 -0.3092
O 1.2783 -0.9315 -1.4941
P 1.8971 -0.5855 -2.8319
C 3.6331 -1.1508 -2.9026
P 4.2351 -1.7294 -1.2883
O 4.0818 -0.6361 -0.2571
C 3.3427 -3.2269 -0.8624
C 3.4356 -3.6556 0.4611
C 2.8191 -4.8344 0.8505
C 2.1002 -5.5813 -0.0745
C 1.9955 -5.1501 -1.3902
C 2.6205 -3.9767 -1.7866
C 5.9526 -2.1538 -1.5248
C 6.9290 -1.3023 -1.0143
C 8.2686 -1.6024 -1.2130
C 8.6271 -2.7417 -1.9185
C 7.6524 -3.5935 -2.4247
C 6.3135 -3.3042 -2.2262
C 1.9144 1.1791 -3.1240
C 0.9978 1.7807 -3.9816
C 0.9757 3.1628 -4.1047
C 1.8589 3.9392 -3.3692
C 2.7680 3.3422 -2.5032
C 2.7999 1.9638 -2.3796
C 1.0462 -1.4080 -4.1695
C 1.5322 -1.3056 -5.4740
C 0.8815 -1.9614 -6.5048
C -0.2509 -2.7215 -6.2354
C -0.7346 -2.8250 -4.9396
C -0.0880 -2.1672 -3.9028
H 4.2884 -0.3202 -3.1747
H 3.7512 -1.9219 -3.6656
H 3.9976 -3.0702 1.1797
H 2.9124 -5.1776 1.8728
H 1.6287 -6.5076 0.2271
H 1.4385 -5.7338 -2.1111
H 2.5313 -3.6561 -2.8182
H 6.6351 -0.4215 -0.4581
H 9.0322 -0.9486 -0.8139
H 9.6728 -2.9735 -2.0704
H 7.9384 -4.4858 -2.9647
H 5.5550 -3.9821 -2.6019
H 0.3062 1.1751 -4.5538
H 0.2733 3.6315 -4.7806
H 1.8467 5.0159 -3.4776
H 3.4580 3.9507 -1.9340
H 3.5104 1.5006 -1.7014
H 2.4124 -0.7092 -5.6892
H 1.2547 -1.8816 -7.5167
H -0.7561 -3.2355 -7.0423
H -1.6158 -3.4187 -4.7367
H -0.4559 -2.2360 -2.8885
C 2.5942 0.6273 2.2262
H 3.6184 0.2749 2.3309
H 1.9687 0.2336 3.0279
H 2.5760 1.7180 2.2304
*
```

Calculated values
E_LUMO (alpha / beta) ... -4.8 / -7.9 eV
Frontier orbital gap (alpha / beta) ... 7.52 / 5.02 eV

Results of the Mulliken charge analysis, in e, for atoms 1 through 5: atom 1 (Au): 2.22, atom 2 (C): -1.68, atom 3 (C): 0.83, atom 4 (C): -0.88, atom 5 (C): -0.60


This record from OMol25 describes 2 unconnected molecules or ions with the total composition C6H14 in a non-equilibrium geometry. The level of theory is wB97M-V/def2-TZVPD.

Structure (ORCA input):
```
! wB97M-V def2-TZVPD RIJCOSX def2/J DEFGRID3
* xyz 0 1
C 2.6120 0.0468 -0.3442
C 1.2749 -0.6484 -0.3857
C 0.0890 -0.0351 -0.2908
C -0.0423 1.4627 -0.2783
C -1.1908 -0.8518 -0.3217
C -2.4491 -0.3533 0.4028
H 2.7388 0.6473 0.5711
H 3.4306 -0.6769 -0.3723
H 2.7509 0.7264 -1.1927
H 1.2758 -1.7398 -0.4127
H -0.8812 1.8305 0.3258
H 0.8659 1.9667 0.0667
H -0.2226 1.7546 -1.3181
H -0.9691 -1.8665 0.0291
H -1.4215 -0.9348 -1.3872
H -2.7928 0.6149 0.0231
H -3.2686 -1.0654 0.2346
H -2.3045 -0.2680 1.4855
H 0.5384 -0.2657 1.5402
H 0.0547 0.0528 2.0332
*
```

Calculated values
E_LUMO ... 1.2 eV
Structure (SMILES) ... C/C=C(\C)CC.[H][H]
Frontier orbital gap ... 9.62 eV

Results of the Mulliken charge analysis, in e, for atoms 1 through 5: atom 1 (C): -1.23, atom 2 (C): -0.12, atom 3 (C): 0.40, atom 4 (C): -1.32, atom 5 (C): -0.43


Calculated ΔE to the lowest compared entry with this formula, charge and spin (kcal per mole), listed in the same order as above: 8.7 93.2 0.0 51.7